Entry 1:
This record from the OMol25 dataset describes a structure of composition C22H52ClN2NaO9 at a distorted geometry. The level of theory is the ωB97M-V functional and the def2-TZVPD basis.

- Energy: -2278.07058 hartree
- HOMO: -7.620 eV
- Total charge: 0
- Gap between HOMO and LUMO: 4.494 eV

```
87
C22H52ClN2NaO9, DFT the ωB97M-V functional and the def2-TZVPD basis
Cl 3.981 -2.849 -0.726
Na 6.354 -5.441 -4.232
O -6.012 -1.150 3.204
O -3.234 -5.078 -3.188
O 5.263 -3.531 -0.591
O 7.458 1.072 -1.715
O 4.082 -2.025 -1.881
O 10.441 0.090 1.444
O 3.762 -1.926 0.436
O 0.973 2.302 -2.798
O 2.900 -3.780 -0.814
N -4.784 -1.749 3.216
N -0.141 3.002 -2.393
C -1.070 4.954 -1.176
C -1.060 3.106 -3.537
C -1.799 -4.872 -3.141
C -1.897 5.396 -2.435
C -1.568 1.661 -3.827
C -2.485 -3.482 2.394
C 0.176 4.107 -1.507
C 9.303 -0.449 2.197
C -3.238 -3.610 3.752
C -2.550 -1.967 2.138
C -0.317 3.743 -4.840
C -3.950 -1.325 2.119
C -2.259 4.030 -3.106
C -3.643 0.169 2.229
C -5.058 -3.071 5.280
C -5.582 -4.101 3.015
C 9.733 -1.256 3.435
C 0.748 3.486 -0.169
C -4.728 -1.625 0.805
C -4.682 -3.087 3.818
C 6.586 2.205 -1.478
C 1.158 5.199 -2.160
H -1.727 4.460 -0.459
H -5.825 -0.512 3.896
H -3.091 4.124 -3.805
H -4.973 -4.058 5.734
H 8.730 0.434 2.480
H -5.168 -4.326 2.032
H 1.464 6.001 -1.488
H -1.997 -1.542 2.975
H 0.690 5.666 -3.026
H 2.103 4.729 -2.430
H -1.097 -5.704 -3.200
H 1.324 4.201 0.418
H -2.618 -3.257 4.576
H 10.336 -2.106 3.115
H 8.632 -1.061 1.594
H -2.837 5.882 -2.171
H -1.976 -1.728 1.242
H -3.471 -5.281 -2.280
H -0.661 5.803 -0.628
H 10.973 0.518 2.119
H -0.047 3.277 0.546
H -2.392 1.724 -4.538
H 6.878 0.416 -1.322
H -3.349 -4.684 3.900
H -5.339 -2.515 0.954
H 6.647 2.290 -0.393
H 0.680 3.362 -5.062
H -3.073 -4.020 1.650
H 0.979 1.599 -2.145
H -1.864 1.164 -2.903
H -6.078 -2.707 5.401
H -2.791 3.529 -2.297
H -5.662 -5.031 3.579
H -1.515 -4.198 -3.949
H -3.451 0.487 3.254
H -4.124 -1.923 -0.052
H -0.214 4.824 -4.739
H -0.784 1.026 -4.240
H -1.499 -4.305 -2.259
H -1.423 6.064 -3.154
H 10.200 -0.569 4.140
H 8.755 -1.623 3.744
H -6.593 -3.775 2.771
H 6.991 3.148 -1.846
H -2.799 0.436 1.593
H -1.445 -3.801 2.335
H -5.473 -0.852 0.612
H -4.481 0.721 1.805
H -4.468 -2.411 5.916
H 1.335 2.571 -0.236
H -0.845 3.409 -5.732
H 5.569 1.976 -1.796
```

Entry 2:
This record from the OMol25 dataset describes a cluster of 7 separate species, C22H53Cl8O12P3 in total at a distorted geometry. The level of theory is the ωB97M-V functional and the def2-TZVPD basis.

- Energy: -6478.79038 hartree
- HOMO: -10.387 eV
- Total charge: 0
- Relative energy (zero: lowest compared OMol25 entry of this formula, charge and spin): 1.360 eV
- Gap between HOMO and LUMO: 10.958 eV

```
98
C22H53Cl8O12P3, DFT the ωB97M-V functional and the def2-TZVPD basis
Cl 23.858 18.245 12.704
Cl 22.210 13.041 9.772
Cl 23.281 14.396 16.628
Cl 18.436 14.014 12.192
Cl 22.998 17.038 10.211
Cl 21.107 16.322 17.491
Cl 18.207 15.775 9.879
Cl 21.891 11.429 12.243
P 12.393 11.395 10.773
P 19.230 17.790 13.625
P 13.678 16.424 11.091
O 12.103 16.413 11.272
O 14.008 17.961 11.437
O 19.199 18.901 14.770
O 13.919 16.360 9.497
O 17.768 17.241 13.613
O 20.367 16.894 13.779
O 12.198 12.871 10.611
O 11.945 10.835 12.214
O 11.554 10.448 9.790
O 13.886 10.953 10.581
O 19.153 18.589 12.273
O 14.456 15.458 11.868
C 15.010 14.547 8.333
C 10.016 15.385 11.897
C 11.474 15.481 12.215
C 15.002 11.724 11.197
C 19.779 19.461 10.217
C 11.722 10.657 8.351
C 15.405 18.348 11.075
C 23.168 16.815 11.981
C 21.504 14.982 16.415
C 9.572 11.593 12.054
C 22.210 11.423 10.547
C 16.271 11.333 10.525
C 17.088 16.880 14.887
C 10.796 11.279 12.951
C 15.567 19.624 11.930
C 13.659 15.158 8.718
C 20.447 19.588 14.969
C 20.476 20.954 14.349
C 15.979 15.840 14.616
C 10.374 11.081 7.977
C 17.338 15.063 11.276
C 20.204 18.482 11.277
H 15.400 15.726 15.509
H 16.551 20.139 11.861
H 15.029 13.887 7.493
H 15.374 18.613 10.004
H 15.370 16.155 13.801
H 17.017 15.764 12.016
H 12.577 11.288 8.026
H 23.871 16.028 12.119
H 13.015 15.292 7.858
H 9.241 10.668 11.556
H 8.822 12.096 12.727
H 16.136 17.552 11.224
H 9.878 14.684 11.156
H 10.361 11.449 6.990
H 15.456 19.383 12.979
H 16.839 17.848 15.360
H 21.234 18.927 14.673
H 22.213 16.677 12.402
H 14.924 11.626 12.281
H 15.864 15.113 7.956
H 20.514 20.964 13.249
H 9.587 16.395 11.666
H 23.089 10.827 10.342
H 17.076 12.069 10.700
H 21.316 15.195 15.357
H 14.885 20.337 11.537
H 11.912 14.513 12.207
H 10.058 11.980 8.563
H 20.871 14.151 16.671
H 14.695 12.756 11.025
H 15.464 13.927 9.092
H 20.452 19.809 16.036
H 9.858 12.207 11.221
H 18.943 19.265 9.485
H 16.038 11.264 9.455
H 9.645 10.308 8.235
H 20.307 17.473 10.805
H 16.529 14.451 10.893
H 20.632 19.790 9.626
H 21.326 10.915 9.993
H 21.336 21.558 14.627
H 9.411 14.975 12.699
H 13.067 14.514 9.387
H 10.562 10.606 13.719
H 11.069 12.205 13.381
H 16.510 10.327 10.870
H 16.464 14.881 14.411
H 11.653 15.928 13.157
H 19.449 20.262 10.834
H 19.540 21.459 14.567
H 21.162 18.674 11.824
H 11.935 9.629 8.045
H 17.802 16.392 15.530
```

Entry 3:
This record from the OMol25 dataset describes a structure of composition C22H53FInO6 at a distorted geometry. The level of theory is the ωB97M-V functional and the def2-TZVPD basis.

- Energy: -1611.26258 hartree
- HOMO: -4.744 eV
- Total charge: -1
- Gap between HOMO and LUMO: 7.088 eV

```
83
C22H53FInO6, DFT the ωB97M-V functional and the def2-TZVPD basis
In 0.864 0.638 2.662
F -2.459 -1.191 5.135
O -1.602 -0.909 -3.924
O 1.105 -0.064 -3.139
O -7.477 -3.516 -4.745
O -4.970 3.447 -0.527
O -2.496 1.858 -0.323
O -5.771 -1.802 -3.062
C -7.943 -2.437 -3.944
C 9.957 0.221 3.030
C 10.313 -0.814 4.177
C 3.061 0.164 2.989
C -7.066 -4.631 -3.972
C 3.947 1.428 3.291
C 5.025 1.210 4.408
C -2.058 -0.512 -2.636
C -1.755 3.067 -0.388
C -1.673 -0.842 3.973
C 0.646 -0.173 -4.478
C -4.666 -2.144 -3.889
C 7.521 1.032 3.612
C 8.442 0.218 2.638
C -0.428 -0.036 4.404
C 1.284 -1.325 -2.511
C 6.196 0.259 3.987
C -4.824 3.432 -1.935
C -3.514 1.903 0.666
C -6.891 -1.349 -3.809
C -0.845 0.103 -4.572
C -4.879 2.145 0.044
H 8.130 -0.848 2.563
H 6.464 -0.405 4.847
H -1.081 1.091 -4.164
H -8.820 -2.019 -4.449
H 3.407 -0.279 2.021
H 9.363 -1.196 4.600
H -2.406 3.944 -0.419
H 10.512 -0.128 2.123
H -5.734 3.041 -2.404
H -6.515 -5.310 -4.623
H 1.420 -1.151 -1.443
H -1.261 -0.063 -2.040
H 5.905 -0.434 3.162
H -2.372 -0.271 3.325
H 0.214 -0.717 5.017
H -6.582 -0.982 -4.792
H -2.885 0.199 -2.736
H 0.249 -0.287 1.219
H -6.414 -4.334 -3.147
H 7.307 2.046 3.197
H -1.150 3.045 -1.296
H 4.500 1.729 2.366
H 0.421 -1.977 -2.656
H -3.521 0.926 1.159
H -4.963 -2.784 -4.723
H 10.943 -1.651 3.798
H 10.356 1.227 3.281
H -4.193 -1.235 -4.271
H 0.889 -1.154 -4.898
H -1.414 -1.820 3.511
H -8.262 -2.793 -2.959
H -7.941 -5.157 -3.576
H -7.324 -0.509 -3.256
H 3.307 2.279 3.632
H 2.185 -1.812 -2.902
H 5.453 2.208 4.687
H 8.063 1.210 4.571
H 3.167 -0.583 3.811
H -5.106 1.377 -0.702
H -3.964 2.833 -2.247
H -5.639 2.087 0.829
H -3.288 2.660 1.423
H -3.939 -2.677 -3.278
H 0.553 2.377 2.356
H 4.538 0.809 5.329
H 1.183 0.584 -5.060
H 10.941 -0.299 4.939
H -4.672 4.459 -2.271
H 8.378 0.711 1.639
H -1.140 0.096 -5.627
H -1.082 3.136 0.472
H -2.421 -1.397 -2.115
H -0.806 0.817 5.018
```